1.
The following is a DFT calculation (the ωB97M-V functional and the def2-TZVPD basis) of 2 unconnected molecules or ions with the total composition C6H17N2O2PS.

Geometry as XYZ:
```
29
Properties=species:S:1:pos:R:3:forces:R:3
C -3.653003 -1.181880 1.032046 -0.9 -1.0 3.0
C -2.523952 -0.255786 1.539524 0.4 -0.3 -2.7
C -1.145478 -0.803273 1.173584 1.3 0.0 -0.1
C -0.627919 -0.510539 -0.260253 -2.7 0.5 -0.3
C -0.304046 0.995120 -0.494492 -0.2 -1.1 0.4
C 0.976218 1.058694 -1.283386 -2.8 1.0 0.1
N 1.529437 2.289855 -1.337195 2.6 4.9 1.8
N 1.084354 0.436247 -2.500152 3.2 3.1 -0.3
O 2.348147 -0.033149 1.298586 -0.2 1.0 -0.2
O 4.181334 0.525744 -0.521265 -2.3 -0.2 0.1
P 2.750868 -0.377086 -0.250801 2.8 -1.6 0.7
S 3.141740 -2.347920 -0.064218 -0.1 0.3 -0.5
H -3.632765 -1.391659 -0.034443 -0.3 0.5 0.0
H -4.560140 -0.640091 1.473901 0.6 -1.1 -1.4
H -3.656325 -2.255372 1.544556 0.2 2.2 -0.8
H -2.529095 -0.146806 2.599556 -0.5 0.3 0.7
H -2.688939 0.713635 0.987899 0.2 -0.6 1.0
H -0.394901 -0.382552 1.847650 0.0 0.2 0.1
H -1.141603 -1.857517 1.439621 0.0 -0.4 -0.4
H 0.132889 -1.122031 -0.693800 1.0 -0.7 0.7
H -1.460662 -0.764106 -0.994260 0.5 0.3 0.8
H -0.200506 1.643578 0.377051 0.6 -0.7 0.7
H -1.269261 1.414941 -0.802468 0.3 0.4 -1.4
H 1.586019 2.893831 -0.441033 -0.4 -1.8 -1.9
H 2.386947 2.538809 -1.885886 -1.2 -1.0 0.5
H 0.613409 -0.378917 -2.617395 -0.9 -3.0 -0.7
H 2.074908 0.607502 -2.843703 -1.9 -1.3 0.0
H 2.049993 -0.826503 1.776466 0.2 0.2 -0.4
H 4.932328 0.157229 -0.065704 0.5 -0.4 0.5
```
Positions in Å, forces in eV/Å.

The frontier orbital gap (spin up / spin down) is 6.229 / 6.536 eV. The expectation value of S² is 2.010. The calculation puts the HOMO energy (spin up / spin down) at -0.2011 / -0.3241 Ha. The charge is 0. Its spin multiplicity is 3.



2.
The following is a DFT calculation (the ωB97M-V functional and the def2-TZVPD basis) of 2 unconnected molecules or ions with the total composition C6H17NO.

Geometry as XYZ:
```
25
Properties=species:S:1:pos:R:3:forces:R:3
C 2.321119 -2.013901 0.862260 0.3 0.6 -0.3
C 1.503678 -2.755253 -0.185631 0.3 -0.4 -0.6
C 0.836566 -1.871201 -1.245664 -0.5 0.3 0.8
C -0.087592 -0.804998 -0.610083 0.7 0.2 1.1
C 0.449349 0.614455 -0.856063 -1.8 0.5 0.1
C -0.505330 1.785002 -0.423456 -0.2 -1.3 0.4
N -1.494692 1.364273 0.582334 0.0 -0.1 0.0
H 2.455909 -0.981223 0.533074 -0.1 0.1 0.2
H 3.343417 -2.388632 0.909523 -0.1 -0.3 0.3
H 1.885484 -1.990333 1.854286 0.0 -0.1 0.1
H 0.751454 -3.430326 0.223228 -0.2 0.3 0.4
H 2.166549 -3.450846 -0.692696 0.2 -0.1 -0.3
H 0.245120 -2.537119 -1.845961 -0.3 -0.2 -0.6
H 1.538794 -1.348399 -1.903190 0.2 -0.3 0.1
H -1.146087 -0.959151 -0.837791 0.2 0.2 -0.5
H -0.063668 -0.913768 0.477769 0.0 -0.3 0.0
H 0.523038 0.729311 -1.924740 0.7 0.1 -0.5
H 1.392141 0.781420 -0.343931 0.3 -0.4 -0.3
H 0.119421 2.502816 0.095560 -0.1 0.6 -0.4
H -0.992669 2.174940 -1.322884 0.2 0.4 0.1
H -2.099914 2.135136 0.834250 0.1 0.0 0.1
H -2.098743 0.621723 0.246454 0.1 0.1 -0.1
H -3.112002 4.771537 1.942039 -0.2 -0.2 0.4
H -4.169833 3.853890 1.397492 -0.1 -0.1 0.2
O -3.761503 4.110636 2.233820 0.3 0.3 -0.6
```
Positions in Å, forces in eV/Å.

The frontier orbital gap is 9.771 eV. The energy above the lowest of the compared OMol25 structures with the same formula, charge and spin is 19.9 kcal per mole. The SMILES is CCCCCCN.O. The calculation puts the HOMO energy at -0.3335 Ha. The charge is 0. Its spin multiplicity is 1.



3.
The following is a DFT calculation (the ωB97M-V functional and the def2-TZVPD basis) of 2 unconnected molecules or ions with the total composition C6H17NO.

Geometry as XYZ:
```
25
Properties=species:S:1:pos:R:3:forces:R:3
C 1.281988 -1.552083 0.171107 1.3 2.8 1.3
N -0.064606 -1.424650 -0.303317 -0.1 2.1 -1.6
C -0.779098 -0.183504 0.287735 -2.0 -3.4 -2.1
C -0.686518 0.982293 -0.671901 -0.2 -0.8 -0.4
C 0.318050 2.022926 -0.140979 0.9 -1.2 -6.6
C -2.042587 1.545905 -1.082411 2.8 2.7 -4.4
C 2.500154 -0.704722 -0.552614 -0.3 -2.9 3.8
H 1.576022 -2.536793 0.187432 0.8 -2.5 -0.7
H 1.290166 -1.398611 1.294288 -0.1 0.6 -1.1
H 0.050991 -1.148899 -1.347480 -0.6 -1.1 2.2
H -1.849735 -0.640320 0.353054 1.5 1.4 0.2
H -0.403993 0.022065 1.250660 0.4 0.1 1.2
H -0.318024 0.467208 -1.614190 0.2 1.2 1.0
H 1.191451 1.494669 0.002373 1.8 -1.1 1.8
H 0.777775 2.517713 -1.112833 -1.5 0.2 1.7
H 0.056985 2.694851 0.565097 -1.0 2.0 2.3
H -1.842330 2.664582 -1.058707 -1.3 -1.1 0.3
H -2.850158 1.186545 -0.570822 -2.1 -0.5 1.5
H -2.202120 1.374503 -2.260786 0.1 0.1 2.6
H 2.927134 -1.405641 -1.267817 0.1 0.6 -0.3
H 3.207529 -0.604118 0.346221 -0.5 0.0 -1.6
H 2.266908 0.268199 -0.866386 -0.4 1.0 -0.9
H -1.219374 -2.370648 2.189697 -0.4 0.3 -0.1
H -1.960175 -1.307686 3.140333 0.9 -1.0 -0.6
O -1.226435 -1.963786 3.062245 -0.5 0.7 0.6
```
Positions in Å, forces in eV/Å.

The frontier orbital gap is 9.694 eV. The energy above the lowest of the compared OMol25 structures with the same formula, charge and spin is 69.8 kcal per mole. The SMILES is CCNCC(C)C.O. The calculation puts the HOMO energy at -0.3230 Ha. The charge is 0. Its spin multiplicity is 1.



4.
The following is a DFT calculation (the ωB97M-V functional and the def2-TZVPD basis) of 2 unconnected molecules or ions with the total composition C6H17NO.

Geometry as XYZ:
```
25
Properties=species:S:1:pos:R:3:forces:R:3
C 2.028032 0.249042 -1.301805 -0.1 0.0 0.2
C 0.690338 -0.462341 -1.447828 0.0 -0.2 0.1
C 0.544355 -1.112715 -2.823426 0.2 0.0 0.1
N 0.550513 -1.433128 -0.329997 -0.1 0.0 -0.6
H 2.145453 0.617368 -0.280215 0.0 0.0 -0.1
H 2.846542 -0.442863 -1.506117 0.1 0.0 0.0
H 2.120327 1.091221 -1.985007 -0.1 0.0 -0.1
H -0.112278 0.266149 -1.312260 0.0 0.0 0.0
H 1.334352 -1.854761 -2.965600 0.0 0.0 0.0
H 0.635995 -0.379902 -3.627275 0.0 0.0 0.0
H -0.413901 -1.618919 -2.931911 -0.1 0.0 0.0
H 0.508341 -0.416622 1.300314 -0.1 -0.1 -0.1
H -0.299862 -1.975799 -0.469310 0.0 0.1 0.1
H 1.307222 -2.107941 -0.398117 0.1 0.0 0.1
C -0.229587 1.357990 1.692917 -0.1 -0.1 0.2
O 0.439206 0.172589 2.070667 0.1 0.1 0.2
C -1.744783 1.210561 1.744407 0.0 0.0 -0.2
C -2.303147 0.228726 0.713984 0.1 0.1 0.0
H 0.093407 1.685262 0.697499 0.0 0.1 -0.1
H 0.069428 2.130267 2.405312 0.1 0.0 0.0
H -2.189638 2.198367 1.585520 0.0 0.0 0.0
H -2.001625 0.897266 2.757731 -0.1 0.0 0.0
H -3.390469 0.241208 0.693309 -0.1 0.0 0.1
H -1.985131 -0.792323 0.920881 0.1 0.0 0.0
H -1.956123 0.494814 -0.288874 -0.1 0.0 0.0
```
Positions in Å, forces in eV/Å.

The frontier orbital gap is 10.455 eV. The energy above the lowest of the compared OMol25 structures with the same formula, charge and spin is 2.3 kcal per mole. The SMILES is CC(C)N.CCCO. The calculation puts the HOMO energy at -0.3510 Ha. The charge is 0. Its spin multiplicity is 1.



no.,maximum force (eV/A)
1,5.85
2,1.90
3,6.82
4,0.56